21
Properties=species:S:1:pos:R:3:forces:R:3 method="wB97M-V/def2-TZVPD" e_lumo_ev=0.970 total_charge=0 smiles="C=NCC.CNC" e_above_lowest_kj_mol=189.5 e_homo_ev=-9.0 energy_ev=-8390.655
C 1.566262 2.384297 -0.296358 0.6 0.1 -0.1
C 1.312122 0.890175 -0.535451 -1.0 0.2 1.1
C 2.884291 -0.674645 -1.342969 -0.9 1.5 1.7
N 2.585144 0.182516 -0.413771 0.3 -1.3 -2.1
H 0.664846 3.011535 -0.219540 0.2 -0.4 -0.3
H 2.127626 2.518536 0.634846 -0.1 -0.1 -0.1
H 2.219910 2.743900 -1.110029 -0.4 0.1 0.3
H 0.832886 0.781158 -1.523688 0.1 -0.3 0.3
H 0.600208 0.544029 0.284134 0.9 0.1 -1.1
H 2.152659 -1.007053 -2.115298 0.6 0.4 0.3
H 3.893956 -1.079548 -1.311560 -0.2 -0.3 -0.1
C -2.723749 -1.679190 0.046369 0.2 -0.6 -0.8
N -1.583423 -1.582134 0.959280 -1.6 0.8 0.5
C -1.677544 -0.295746 1.678941 0.2 -0.6 -0.5
H -3.718400 -1.578722 0.533154 0.9 0.0 0.0
H -2.672200 -0.941462 -0.782183 -0.1 0.0 0.4
H -2.677413 -2.666264 -0.429611 -0.3 0.1 0.1
H -0.727323 -1.590958 0.428658 0.1 0.0 -0.2
H -1.851053 0.536309 0.970287 0.0 0.0 0.3
H -0.696169 -0.191665 2.130736 -0.2 0.5 0.6
H -2.512636 -0.305069 2.414054 0.7 -0.1 -0.4